Below is the molecule C5H12NOPS, with properties calculated with ωB97M-V/def2-TZVPD.

Its HOMO energy is -0.2714 Eh. Its energy above the lowest of the compared OMol25 structures with the same formula, charge and spin is 274.0 kJ/mol. Its lowest unoccupied orbital energy is -0.09 eV. The gap between HOMO and LUMO is 7.291 eV.

CARTESIAN COORDINATES (ANGSTROEM)
C (-1.834, 0.177, 0.432)
C (-2.855, -0.953, 0.074)
C (-0.414, -0.195, 0.753)
C (1.966, 1.436, -0.778)
C (3.175, -0.658, -0.117)
N (2.159, 0.068, -0.346)
O (-2.918, -1.470, -1.225)
P (0.540, -1.130, -0.560)
S (0.886, -2.974, -0.004)
H (-1.988, 0.837, -0.450)
H (-2.367, 0.721, 1.220)
H (-2.638, -1.647, 0.891)
H (-3.908, -0.758, 0.398)
H (0.221, 0.855, 0.896)
H (-0.473, -0.791, 1.665)
H (0.882, 1.860, -0.593)
H (2.657, 2.028, -0.162)
H (2.262, 1.377, -1.815)
H (3.074, -1.828, 0.032)
H (4.286, -0.250, -0.035)
H (-2.167, -1.878, -1.582)

Calculated atomic charges, method natural (NBO), unit e: atom 1 (C): -0.450, atom 2 (C): -0.063, atom 3 (C): -0.750, atom 4 (C): -0.440, atom 5 (C): 0.007, atom 6 (N): -0.474, atom 7 (O): -0.723, atom 8 (P): 0.692, atom 9 (S): -0.619, atom 10 (H): 0.204, atom 11 (H): 0.219, atom 12 (H): 0.149, atom 13 (H): 0.185, atom 14 (H): 0.208, atom 15 (H): 0.236, atom 16 (H): 0.244, atom 17 (H): 0.218, atom 18 (H): 0.239, atom 19 (H): 0.252, atom 20 (H): 0.182, atom 21 (H): 0.483

Below is the molecule C20H24N4O3, with properties calculated with ωB97M-V/def2-TZVPD.

Its HOMO energy is -0.2863 Eh. Its SMILES is CCOCc1cnc(C)nc1NCC(=O)c1c(C)[nH]c2ccc(OC)cc12. Its energy above the lowest of the compared OMol25 structures with the same formula, charge and spin is 292.8 kJ/mol. Its lowest unoccupied orbital energy is 0.76 eV. The gap between HOMO and LUMO is 8.551 eV.

CARTESIAN COORDINATES (ANGSTROEM)
C (1.721, -0.526, 2.872)
C (2.808, 0.535, 2.997)
O (3.152, 1.179, 1.787)
C (3.829, 0.371, 0.843)
C (2.921, -0.373, -0.099)
C (3.071, -1.705, -0.413)
N (2.315, -2.346, -1.303)
C (1.379, -1.643, -1.918)
C (0.527, -2.319, -2.936)
N (1.140, -0.364, -1.682)
C (1.873, 0.289, -0.785)
N (1.552, 1.571, -0.590)
C (0.608, 2.227, -1.463)
C (-0.140, 1.246, -2.394)
O (0.097, 1.293, -3.592)
C (-1.337, 0.598, -1.845)
C (-2.299, -0.024, -2.619)
C (-2.390, -0.191, -4.091)
N (-3.286, -0.512, -1.816)
C (-2.997, -0.233, -0.507)
C (-3.707, -0.535, 0.641)
C (-3.188, -0.137, 1.857)
C (-1.971, 0.549, 1.915)
O (-1.382, 0.971, 3.081)
C (-2.026, 0.703, 4.300)
C (-1.260, 0.850, 0.761)
C (-1.765, 0.468, -0.477)
H (2.041, -1.342, 2.228)
H (0.813, -0.091, 2.464)
H (1.502, -0.927, 3.858)
H (2.463, 1.345, 3.645)
H (3.712, 0.091, 3.441)
H (4.497, -0.338, 1.351)
H (4.448, 1.067, 0.261)
H (3.844, -2.304, 0.054)
H (0.367, -1.644, -3.772)
H (-0.441, -2.551, -2.494)
H (1.002, -3.239, -3.262)
H (2.066, 2.106, 0.095)
H (1.141, 2.929, -2.118)
H (-0.124, 2.785, -0.871)
H (-1.554, 0.319, -4.558)
H (-2.361, -1.248, -4.358)
H (-3.326, 0.227, -4.464)
H (-4.107, -0.993, -2.142)
H (-4.645, -1.068, 0.592)
H (-3.734, -0.367, 2.758)
H (-2.137, -0.373, 4.470)
H (-1.381, 1.123, 5.071)
H (-3.009, 1.183, 4.353)
H (-0.324, 1.369, 0.873)

Calculated atomic charges, method natural (NBO), unit e: atom 1 (C): -0.647, atom 2 (C): -0.054, atom 3 (O): -0.552, atom 4 (C): -0.087, atom 5 (C): -0.198, atom 6 (C): 0.099, atom 7 (N): -0.508, atom 8 (C): 0.466, atom 9 (C): -0.658, atom 10 (N): -0.508, atom 11 (C): 0.451, atom 12 (N): -0.580, atom 13 (C): -0.306, atom 14 (C): 0.623, atom 15 (O): -0.629, atom 16 (C): -0.279, atom 17 (C): 0.273, atom 18 (C): -0.678, atom 19 (N): -0.523, atom 20 (C): 0.100, atom 21 (C): -0.207, atom 22 (C): -0.332, atom 23 (C): 0.362, atom 24 (O): -0.522, atom 25 (C): -0.251, atom 26 (C): -0.319, atom 27 (C): 0.022, atom 28 (H): 0.209, atom 29 (H): 0.226, atom 30 (H): 0.212, atom 31 (H): 0.189, atom 32 (H): 0.158, atom 33 (H): 0.183, atom 34 (H): 0.197, atom 35 (H): 0.191, atom 36 (H): 0.236, atom 37 (H): 0.228, atom 38 (H): 0.233, atom 39 (H): 0.425, atom 40 (H): 0.216, atom 41 (H): 0.210, atom 42 (H): 0.281, atom 43 (H): 0.220, atom 44 (H): 0.219, atom 45 (H): 0.411, atom 46 (H): 0.211, atom 47 (H): 0.218, atom 48 (H): 0.173, atom 49 (H): 0.197, atom 50 (H): 0.175, atom 51 (H): 0.225

Below is a 7-piece molecular cluster, C29H72N6O8 overall, with properties calculated with ωB97M-V/def2-TZVPD.

Its HOMO energy is -0.3232 Eh. Its SMILES is [H]/N=C(\N)NCCCC[C@H]1C[C@@H](CC(N)(N)N)OC1=O.CC(C)O.CC(C)O.CC(C)O.CC(C)O.CC(C)O.CC(C)O. Its lowest unoccupied orbital energy is 0.35 eV. The gap between HOMO and LUMO is 9.140 eV.

CARTESIAN COORDINATES (ANGSTROEM)
H (4.898, -2.345, -0.299)
N (4.957, -1.337, -0.216)
C (3.919, -0.926, 0.406)
N (2.897, -1.808, 0.870)
N (3.778, 0.471, 0.646)
C (2.571, 0.910, 1.375)
C (2.458, 2.415, 1.382)
C (1.093, 2.943, 1.839)
C (0.796, 2.695, 3.323)
C (-0.216, 1.618, 3.776)
C (-1.571, 1.536, 3.087)
C (-1.535, 0.285, 2.184)
C (-1.557, 0.492, 0.682)
C (-2.675, -0.255, -0.113)
N (-2.042, -1.310, -0.857)
N (-3.373, 0.667, -1.053)
N (-3.665, -0.839, 0.759)
O (-0.272, -0.378, 2.538)
C (0.316, 0.216, 3.616)
O (1.211, -0.365, 4.294)
H (2.117, -1.854, 0.230)
H (2.566, -1.577, 1.793)
H (3.805, 0.923, -0.259)
H (1.676, 0.488, 0.945)
H (2.690, 0.558, 2.396)
H (3.236, 2.848, 2.006)
H (2.643, 2.784, 0.370)
H (1.113, 4.019, 1.679)
H (0.306, 2.558, 1.195)
H (1.741, 2.478, 3.820)
H (0.420, 3.619, 3.754)
H (-0.378, 1.840, 4.827)
H (-2.299, 1.311, 3.865)
H (-1.939, 2.443, 2.617)
H (-2.295, -0.417, 2.496)
H (-0.605, 0.160, 0.292)
H (-1.625, 1.558, 0.470)
H (-1.469, -0.944, -1.601)
H (-2.730, -1.949, -1.218)
H (-3.802, 1.418, -0.528)
H (-2.699, 1.095, -1.675)
H (-3.903, -1.780, 0.494)
H (-4.496, -0.276, 0.808)
C (0.843, -0.567, -5.666)
C (0.784, -0.678, -4.152)
C (1.569, -1.873, -3.643)
O (-0.574, -0.742, -3.701)
H (0.407, -1.457, -6.128)
H (0.278, 0.299, -6.011)
H (1.874, -0.472, -6.008)
H (1.186, 0.234, -3.708)
H (1.151, -2.799, -4.050)
H (1.519, -1.934, -2.558)
H (2.617, -1.809, -3.932)
H (-0.970, -1.541, -4.060)
C (-5.982, -2.322, -3.814)
C (-5.991, -2.925, -2.419)
C (-7.182, -2.445, -1.604)
O (-4.769, -2.627, -1.739)
H (-5.910, -1.233, -3.754)
H (-5.123, -2.683, -4.381)
H (-6.891, -2.577, -4.360)
H (-6.014, -4.012, -2.491)
H (-7.144, -1.359, -1.487)
H (-7.171, -2.892, -0.610)
H (-8.123, -2.703, -2.091)
H (-4.718, -1.664, -1.661)
C (-1.293, -4.419, 2.149)
C (0.024, -5.160, 2.299)
C (0.666, -4.874, 3.648)
O (0.917, -4.828, 1.238)
H (-1.125, -3.338, 2.194)
H (-1.748, -4.639, 1.182)
H (-1.989, -4.698, 2.940)
H (-0.149, -6.232, 2.200)
H (0.881, -3.806, 3.744)
H (1.607, -5.416, 3.748)
H (0.005, -5.165, 4.467)
H (1.102, -3.887, 1.307)
C (-4.368, -5.755, 6.845)
C (-3.276, -5.168, 5.965)
C (-3.319, -3.647, 5.949)
O (-3.360, -5.686, 4.638)
H (-5.353, -5.469, 6.464)
H (-4.313, -6.843, 6.847)
H (-4.284, -5.400, 7.872)
H (-2.302, -5.496, 6.330)
H (-4.274, -3.302, 5.542)
H (-2.523, -3.248, 5.319)
H (-3.208, -3.236, 6.952)
H (-4.208, -5.421, 4.270)
C (3.322, 2.889, -5.721)
C (3.406, 2.751, -4.208)
C (4.472, 3.658, -3.616)
O (3.634, 1.390, -3.840)
H (4.273, 2.602, -6.178)
H (2.546, 2.237, -6.123)
H (3.101, 3.916, -6.014)
H (2.436, 2.998, -3.770)
H (5.456, 3.394, -4.010)
H (4.509, 3.544, -2.532)
H (4.285, 4.706, -3.847)
H (4.484, 1.125, -4.202)
C (4.254, 7.080, -1.115)
C (5.286, 7.739, -2.019)
C (5.227, 9.256, -1.931)
O (5.124, 7.303, -3.368)
H (3.246, 7.377, -1.416)
H (4.320, 5.995, -1.188)
H (4.398, 7.369, -0.073)
H (6.282, 7.399, -1.736)
H (4.247, 9.615, -2.255)
H (5.979, 9.705, -2.580)
H (5.396, 9.601, -0.911)
H (4.254, 7.585, -3.664)

Results of the Löwdin charge analysis, in e, for atoms 1 through 99: atom 1 (H): 0.038, atom 2 (N): 0.117, atom 3 (C): -0.515, atom 4 (N): 0.102, atom 5 (N): 0.031, atom 6 (C): -0.229, atom 7 (C): -0.188, atom 8 (C): -0.175, atom 9 (C): -0.127, atom 10 (C): -0.206, atom 11 (C): -0.071, atom 12 (C): -0.242, atom 13 (C): -0.061, atom 14 (C): -0.649, atom 15 (N): 0.114, atom 16 (N): 0.074, atom 17 (N): 0.095, atom 18 (O): 0.021, atom 19 (C): -0.393, atom 20 (O): 0.058, atom 21 (H): 0.077, atom 22 (H): 0.063, atom 23 (H): 0.109, atom 24 (H): 0.094, atom 25 (H): 0.110, atom 26 (H): 0.118, atom 27 (H): 0.107, atom 28 (H): 0.107, atom 29 (H): 0.095, atom 30 (H): 0.121, atom 31 (H): 0.112, atom 32 (H): 0.148, atom 33 (H): 0.119, atom 34 (H): 0.123, atom 35 (H): 0.125, atom 36 (H): 0.106, atom 37 (H): 0.101, atom 38 (H): 0.052, atom 39 (H): 0.048, atom 40 (H): 0.065, atom 41 (H): 0.071, atom 42 (H): 0.070, atom 43 (H): 0.081, atom 44 (C): -0.060, atom 45 (C): -0.492, atom 46 (C): -0.047, atom 47 (O): -0.071, atom 48 (H): 0.081, atom 49 (H): 0.078, atom 50 (H): 0.077, atom 51 (H): 0.122, atom 52 (H): 0.085, atom 53 (H): 0.070, atom 54 (H): 0.082, atom 55 (H): 0.088, atom 56 (C): -0.058, atom 57 (C): -0.490, atom 58 (C): -0.060, atom 59 (O): -0.085, atom 60 (H): 0.083, atom 61 (H): 0.078, atom 62 (H): 0.080, atom 63 (H): 0.138, atom 64 (H): 0.081, atom 65 (H): 0.078, atom 66 (H): 0.079, atom 67 (H): 0.054, atom 68 (C): -0.053, atom 69 (C): -0.492, atom 70 (C): -0.050, atom 71 (O): -0.055, atom 72 (H): 0.071, atom 73 (H): 0.079, atom 74 (H): 0.051, atom 75 (H): 0.137, atom 76 (H): 0.077, atom 77 (H): 0.079, atom 78 (H): 0.071, atom 79 (H): 0.056, atom 80 (C): -0.063, atom 81 (C): -0.501, atom 82 (C): -0.058, atom 83 (O): -0.064, atom 84 (H): 0.080, atom 85 (H): 0.079, atom 86 (H): 0.079, atom 87 (H): 0.135, atom 88 (H): 0.081, atom 89 (H): 0.072, atom 90 (H): 0.080, atom 91 (H): 0.087, atom 92 (C): -0.055, atom 93 (C): -0.499, atom 94 (C): -0.055, atom 95 (O): -0.063, atom 96 (H): 0.084, atom 97 (H): 0.067, atom 98 (H): 0.080, atom 99 (H): 0.135

Below is a 2-piece molecular cluster, C3H8OS2 overall, with properties calculated with ωB97M-V/def2-TZVPD.

Its HOMO energy is -0.3172 Eh. Its SMILES is C1CSCS1.O. Its energy above the lowest of the compared OMol25 structures with the same formula, charge and spin is 24.7 kJ/mol. Its lowest unoccupied orbital energy is 0.47 eV. The gap between HOMO and LUMO is 9.106 eV.

CARTESIAN COORDINATES (ANGSTROEM)
C (-0.628, 0.062, 0.839)
C (0.277, 0.130, -0.373)
S (2.058, 0.309, -0.002)
C (1.754, 0.469, 1.818)
S (0.044, 1.054, 2.140)
H (-1.626, 0.380, 0.482)
H (-0.714, -0.985, 1.190)
H (0.062, 1.039, -0.966)
H (-0.019, -0.746, -0.982)
H (1.928, -0.529, 2.263)
H (2.492, 1.167, 2.258)
O (-1.568, -0.997, -3.034)
H (-2.239, -1.279, -2.372)
H (-1.819, -0.073, -3.262)

Calculated atomic charges, method natural (NBO), unit e: atom 1 (C): -0.566, atom 2 (C): -0.542, atom 3 (S): 0.186, atom 4 (C): -0.673, atom 5 (S): 0.226, atom 6 (H): 0.240, atom 7 (H): 0.209, atom 8 (H): 0.213, atom 9 (H): 0.244, atom 10 (H): 0.213, atom 11 (H): 0.245, atom 12 (O): -0.939, atom 13 (H): 0.469, atom 14 (H): 0.473